Record 1
Computed, not measured: a molecular structure, C15H23N8OSSeZr, with ωB97M-V/def2-TZVPD.

XYZ file:
```
50
Properties=species:S:1:pos:R:3:forces:R:3
Zr -0.266273 0.888282 0.535776 -2.05 0.11 -0.38
Se -1.203198 -0.707489 -1.481656 0.00 -0.11 -0.03
S -2.338917 3.789704 -0.829191 -0.25 0.35 -0.07
O 1.459663 1.876492 0.747857 0.83 0.30 0.02
N 0.523872 -0.797279 1.983866 0.22 -0.04 0.11
N 3.239602 -0.765008 -2.606864 0.01 -0.10 -0.06
N 0.161009 0.350780 -3.823914 0.02 0.00 0.04
N 1.683871 1.077834 -0.320096 0.33 0.49 0.54
N 0.396479 -1.782644 -3.595029 0.08 -0.13 0.10
N -0.518992 1.767678 2.683544 0.09 -0.06 0.26
N -2.101796 -0.278952 1.568606 -0.06 -0.03 0.01
N 4.829061 2.185821 0.477020 0.08 0.02 0.04
C -0.273296 -2.029225 1.770546 -0.06 -0.08 0.03
C 3.117922 0.004277 -1.765477 0.04 0.21 0.13
C 3.980111 1.629980 -0.057570 -0.14 -0.05 -0.11
C -2.513273 0.291614 2.893388 0.01 -0.10 -0.06
C 0.864279 -0.100597 -4.916833 0.08 -0.10 -0.08
C 0.509931 1.147582 3.566489 -0.03 -0.06 -0.07
C 1.016375 -1.435442 -4.770700 -0.02 0.13 -0.02
C -1.456296 2.674216 -0.318222 0.61 -0.80 0.17
C -0.113070 -0.686832 -3.016808 -0.05 0.13 -0.08
C 2.897914 0.938348 -0.691242 0.45 -0.28 -0.57
C 0.549794 -0.366153 3.418818 -0.03 -0.04 -0.07
C -1.789179 -1.740345 1.649866 0.03 0.01 0.04
C -1.925006 1.669474 3.144720 -0.01 0.01 -0.10
C 0.378073 -3.134693 -3.037571 -0.01 0.13 -0.07
C -0.274165 1.731056 -3.640921 -0.02 -0.10 0.02
H -2.209552 -0.406439 3.668534 0.00 0.01 0.01
H 1.467954 1.572192 3.269115 0.01 0.01 0.01
H 0.215523 2.337651 -4.396527 -0.02 0.03 0.01
H 1.479887 -1.017114 1.715830 0.01 -0.03 0.03
H -3.600466 0.345860 2.945974 -0.01 0.03 0.03
H -0.293406 -0.836441 3.917309 0.00 0.01 0.03
H 1.202166 0.560203 -5.695295 -0.02 0.02 0.01
H -0.635145 -3.396558 -2.746576 0.00 -0.02 0.01
H -1.353836 1.794432 -3.759795 -0.01 0.03 0.02
H -2.483554 2.420223 2.585426 -0.02 0.02 0.02
H 0.008196 2.080424 -2.650388 -0.01 0.01 0.01
H 1.521840 -2.156741 -5.387282 -0.01 -0.01 0.00
H -2.341590 -2.182083 2.478811 0.02 0.02 0.02
H 0.344187 1.406949 4.614426 -0.05 0.02 0.00
H -2.154625 -2.213018 0.741041 -0.02 0.00 0.01
H -0.288541 2.757542 2.634337 -0.04 0.01 -0.01
H 1.446411 -0.752054 3.904485 -0.01 0.01 0.02
H 0.725711 -3.816156 -3.807487 -0.01 -0.03 0.02
H -2.016121 1.902004 4.208058 0.04 0.08 0.00
H -2.905561 -0.197369 0.950588 0.01 0.03 0.00
H 1.046080 -3.181610 -2.180615 0.00 -0.04 0.02
H 0.077290 -2.480517 0.844108 -0.01 0.00 0.00
H -0.087346 -2.739858 2.577526 0.00 -0.02 -0.01
```
Forces are in eV/Å.

Output
- ⟨S²⟩: 0.76
- Total energy: -107343.5063 eV
- 2S+1: 2
- Kohn-Sham gap (alpha / beta): 0.20236 / 0.26584 Ha
- Net charge: +2

Here are the natural (NBO) charges for atoms 1 to 8, given in e:
1 Zr 1.71
2 Se -0.18
3 S 0.45
4 O -0.58
5 N -0.70
6 N -0.21
7 N -0.32
8 N -0.15

---

Record 2
Computed, not measured: 2 unconnected molecules or ions with the total composition C15H23NO3, with ωB97M-V/def2-TZVPD.

XYZ file:
```
42
Properties=species:S:1:pos:R:3:forces:R:3
O 0.979903 -3.663257 2.615067 -5.23 2.43 -8.72
O -1.332769 -0.738804 -0.489065 -1.15 0.09 -3.91
O -0.603757 -3.479665 0.083224 2.20 8.21 -4.00
N 0.260710 1.758496 -0.363690 1.75 -0.92 1.01
C -0.593130 -0.965839 0.553844 -0.31 -9.66 -0.91
C 0.514294 -0.129002 2.430589 -0.78 4.08 4.98
C 0.653602 -1.315149 3.131679 -2.75 -0.54 -9.19
C -1.116341 3.008624 -1.765004 -0.40 -1.39 -5.05
C 1.257394 3.535463 -1.937760 4.84 0.89 2.31
C -0.185782 0.028547 1.262031 0.04 4.00 2.38
C 0.681877 3.108999 -3.158540 8.40 2.12 -8.22
C -0.386652 -2.458525 0.869278 4.03 7.89 6.07
C 0.414743 -2.458290 2.297044 -1.61 -0.71 -4.06
C 1.341210 -3.871694 3.788754 7.94 -1.62 3.53
C -0.582877 3.478402 -3.217332 -11.54 4.23 -0.26
C 0.250383 2.957465 -1.145010 -8.07 2.76 10.48
C -0.807682 -4.499880 0.741892 -9.98 -7.52 -1.24
C -0.759597 1.359802 0.808998 5.91 0.62 -1.55
C -0.645752 -0.977517 -1.707975 1.18 -0.58 -4.17
H 0.177034 -0.191889 -2.006013 -1.64 -1.12 1.26
H 2.433685 -3.383204 3.786621 -1.36 -0.81 1.31
H -0.282865 3.928581 -0.076070 1.97 -1.25 -1.83
H -1.333648 3.095275 -4.053565 1.95 0.73 1.49
H -0.043143 -2.032537 -1.869373 -1.92 2.30 1.02
H -0.167243 -5.186332 0.851186 5.83 -4.65 1.00
H 0.809291 2.123837 -3.406140 0.51 -2.89 0.13
H -0.700469 2.069769 1.583116 0.12 1.20 1.00
H 1.124703 1.751608 0.146114 0.74 -0.27 0.06
H -1.618507 1.433456 0.306273 -3.74 -0.61 -1.22
H -1.499477 -4.528300 1.515742 -0.81 1.08 2.27
H -1.429104 -0.892764 -2.592385 1.43 -0.37 2.00
H 2.137175 2.892715 -1.767493 0.40 0.73 0.07
H 1.306528 3.604761 -4.158728 -1.33 -1.12 2.41
H -0.732702 4.647109 -3.152378 0.44 -1.95 -0.57
H 0.572659 0.922977 3.148970 0.21 -2.96 -2.25
H -1.635509 -5.110576 -0.020420 1.92 0.64 1.61
H 1.537677 -4.928198 3.712910 -0.02 -0.74 1.86
H 1.037997 -1.543127 3.969118 2.96 -0.54 6.15
H 0.815940 -3.440043 4.544159 -1.92 0.55 2.49
H -2.109070 3.498397 -1.592049 1.45 -0.19 0.98
H -1.274028 1.934991 -1.995080 -0.78 0.22 0.38
H 1.533299 4.655319 -1.672538 -0.88 -2.36 -1.07
```
Forces are in eV/Å.

Output
- Total energy: -23545.3977 eV
- Kohn-Sham gap: 0.31160 Ha
- Net charge: 0

Here are the natural (NBO) charges for atoms 1 to 8, given in e:
1 O -0.51
2 O -0.52
3 O -0.46
4 N -0.65
5 C 0.31
6 C -0.13
7 C -0.32
8 C -0.46

---

Record 3
Computed, not measured: a single C15H23NO3 molecule, with ωB97M-V/def2-TZVPD.

XYZ file:
```
42
Properties=species:S:1:pos:R:3:forces:R:3
O 6.165290 -1.405657 0.072512 -0.06 0.35 0.10
O 1.947108 3.301321 0.230423 0.10 0.22 -0.02
O -2.441430 0.249779 -0.386309 -0.04 -0.19 0.18
N 0.521968 1.574543 0.497181 -0.29 -0.28 -0.01
C 1.754245 2.101358 0.302104 -0.06 -0.19 0.08
C 5.208318 0.666462 0.569484 0.06 -0.19 -0.05
C -1.759057 1.035109 -1.334071 0.15 0.34 -0.24
C -1.373532 2.434914 -0.837095 -0.07 -0.43 0.27
C -3.779166 0.637506 -0.150302 -0.21 0.06 0.28
C 2.865155 1.110349 0.223907 0.22 -0.12 -0.12
C -5.241593 -2.826639 0.826955 0.09 0.10 -0.22
C -4.603024 -1.752969 -0.044326 -0.02 0.05 0.28
C -0.668685 2.387729 0.523899 -0.19 0.33 -0.21
C 3.787290 -1.048065 -0.337805 0.28 -0.32 -0.04
C -4.455595 -0.430130 0.703377 0.24 0.05 -0.53
C 4.135399 1.524394 0.625739 -0.11 -0.04 -0.04
C 6.074214 -2.724791 -0.408539 -0.03 -0.23 -0.09
C 2.711166 -0.180116 -0.266110 -0.02 0.31 0.14
C 5.045897 -0.635809 0.088813 -0.09 0.14 0.02
H 7.077285 -3.139366 -0.322173 -0.09 -0.01 -0.03
H -5.215371 -1.596014 -0.935494 0.04 0.01 -0.08
H -1.347326 1.985143 1.279843 0.06 0.08 -0.02
H -5.341516 -3.757890 0.274496 -0.05 -0.13 0.03
H -4.633553 -3.014274 1.709034 0.03 -0.06 0.12
H -0.361850 3.397601 0.806634 -0.10 -0.15 0.06
H 5.762699 -2.749651 -1.457758 0.00 0.00 0.05
H 6.191616 0.975710 0.886342 0.11 0.05 0.05
H -0.708735 2.887592 -1.573447 -0.01 0.07 -0.05
H 1.752715 -0.523999 -0.629458 -0.08 -0.02 -0.03
H 4.254958 2.535792 0.982797 0.02 0.09 0.02
H 0.396062 0.577614 0.543094 0.17 0.05 0.09
H -5.437472 -0.062735 1.008092 -0.02 0.03 0.07
H -2.359113 1.127821 -2.252538 0.09 -0.07 0.06
H -3.853777 -0.585997 1.600139 -0.02 0.05 0.12
H -2.261925 3.061927 -0.749237 -0.02 0.08 -0.05
H 3.632283 -2.040136 -0.732483 0.03 -0.08 -0.03
H -4.308220 0.747127 -1.110064 0.04 0.02 0.05
H -3.614816 -2.080417 -0.370003 -0.01 0.00 -0.10
H 5.382640 -3.325199 0.191288 0.02 0.03 -0.03
H -6.231058 -2.514079 1.154311 -0.12 -0.02 0.08
H -3.814514 1.606020 0.370084 0.01 -0.05 -0.09
H -0.854963 0.468133 -1.573322 -0.06 0.08 -0.07
```
Forces are in eV/Å.

Output
- Total energy: -23560.8859 eV
- Kohn-Sham gap: 0.34461 Ha
- Net charge: 0
- Structure (SMILES): CCCCOCCCNC(=O)c1ccc(OC)cc1

Here are the natural (NBO) charges for atoms 1 to 8, given in e:
1 O -0.49
2 O -0.63
3 O -0.55
4 N -0.61
5 C 0.66
6 C -0.26
7 C -0.06
8 C -0.44

---

Record 4
Computed, not measured: a single C15H23NO3S molecule, with ωB97M-V/def2-TZVPD.

XYZ file:
```
43
Properties=species:S:1:pos:R:3:forces:R:3
S -6.297450 0.361575 0.222432 -0.14 0.10 0.01
O 0.315791 1.164812 -0.448814 0.10 0.20 0.03
O 4.450840 -0.144269 -0.364133 0.04 0.34 -0.18
O -1.956692 -2.271364 0.002869 0.06 0.39 -0.07
N 0.297464 -1.049887 -0.856458 0.03 -0.29 -0.06
C 5.916417 1.481280 0.614577 -0.38 -0.32 0.03
C -2.574831 -1.054560 -0.086131 -0.02 0.24 -0.03
C -2.417260 1.319961 -0.405970 0.19 -0.19 -0.01
C 4.468553 1.002329 0.487789 0.18 0.37 0.04
C -3.778873 1.472932 -0.246873 -0.12 -0.07 0.01
C 3.578725 2.099868 -0.092437 0.06 -0.44 0.18
C 3.953118 -1.329531 0.192882 -0.24 -0.31 0.25
C -6.745869 2.111398 0.053470 0.34 -0.48 0.02
C 2.428840 -1.348673 0.354474 0.34 0.19 -0.38
C -2.720400 -3.408054 0.337313 -0.14 -0.25 0.04
C -3.942326 -0.904084 0.080911 -0.05 -0.18 0.02
C 1.732174 -1.144761 -0.993176 0.22 0.23 0.23
C -1.784307 0.082897 -0.343054 -0.25 0.06 0.11
C -0.302188 0.115192 -0.532878 0.03 -0.30 -0.11
C -4.548965 0.346573 -0.003325 -0.17 0.17 0.01
H 2.538939 1.785515 -0.136701 -0.08 0.00 -0.02
H 4.423936 -1.529326 1.168348 0.01 -0.02 -0.12
H 3.645483 2.993309 0.523070 0.01 0.14 0.05
H -3.208523 -3.291493 1.308860 0.02 0.02 -0.05
H -4.576594 -1.752911 0.278916 0.01 -0.17 0.03
H 6.296552 1.751490 -0.366779 0.06 0.06 -0.12
H 5.972244 2.346194 1.270037 0.04 0.12 0.07
H -1.791422 2.181302 -0.586169 0.07 0.02 0.00
H -4.215368 2.455340 -0.311724 -0.06 0.08 -0.01
H 2.130710 -2.301864 0.796750 -0.02 -0.02 0.06
H -6.257030 2.695477 0.827533 -0.03 0.13 0.00
H 6.541467 0.688778 1.020072 0.09 -0.05 0.04
H 4.099883 0.722492 1.484676 0.00 -0.03 -0.09
H 4.256331 -2.117218 -0.504187 0.00 -0.04 0.13
H 3.911845 2.339207 -1.099087 0.07 0.06 -0.13
H -0.231268 -1.903151 -0.778883 -0.08 0.15 0.00
H -2.008971 -4.231300 0.388355 -0.10 0.03 0.01
H -6.481926 2.467226 -0.938009 -0.03 0.13 -0.03
H -7.822710 2.151442 0.185501 -0.05 0.01 0.00
H 2.119255 -0.546169 1.026456 -0.05 -0.01 0.07
H 2.091298 -0.211376 -1.432642 -0.01 -0.19 -0.05
H 1.964400 -1.970084 -1.670187 0.00 0.06 -0.02
H -3.471284 -3.626514 -0.427689 0.03 0.03 0.04
```
Forces are in eV/Å.

Output
- Total energy: -34396.2352 eV
- Kohn-Sham gap: 0.32394 Ha
- Net charge: 0
- Structure (SMILES): COc1cc(SC)ccc1C(=O)NCCCOC(C)C

Here are the natural (NBO) charges for atoms 1 to 8, given in e:
1 S 0.26
2 O -0.65
3 O -0.55
4 O -0.53
5 N -0.61
6 C -0.62
7 C 0.41
8 C -0.11

---

Record 5
Computed, not measured: a single C15H23NO4 molecule, with ωB97M-V/def2-TZVPD.

XYZ file:
```
43
Properties=species:S:1:pos:R:3:forces:R:3
O -0.569350 -2.600185 1.237516 -0.03 -0.20 0.11
O -4.371220 0.391448 0.303226 0.15 0.14 0.20
O 3.425308 0.884511 0.194826 -0.11 -0.24 0.09
O 0.787677 2.272287 -0.306060 -0.12 -0.03 -0.13
N 1.454702 -1.362861 -0.313624 0.07 -0.06 -0.02
C 1.572712 -1.469606 1.129708 -0.34 0.03 0.26
C 0.173903 -1.513503 1.741990 0.32 0.17 0.11
C -3.101800 0.845878 0.091876 0.12 0.08 0.14
C 0.719021 -2.505969 -0.819462 -0.32 -0.01 0.16
C -2.475887 1.440966 1.184634 -0.24 -0.17 -0.18
C 3.086517 2.233447 0.395603 -0.43 0.16 0.15
C -1.187220 1.928037 1.089458 0.21 0.12 -0.11
C 3.039326 0.356550 -1.066558 0.14 -0.30 -0.41
C -1.119693 1.246634 -1.206817 0.25 0.20 0.23
C -2.410445 0.760841 -1.112504 -0.27 -0.05 0.04
C 1.623891 2.431200 0.821026 0.56 0.04 0.11
C -5.032401 -0.258504 -0.753247 -0.09 -0.08 -0.14
C -0.663784 -2.519202 -0.164250 0.09 -0.10 -0.38
C 2.734016 -1.139006 -0.963877 0.00 0.59 0.08
C -0.489946 1.826403 -0.110877 -0.20 -0.11 -0.16
H 1.232959 -3.459127 -0.597283 -0.02 0.03 -0.05
H 3.285147 2.827740 -0.505181 0.03 0.03 0.06
H 2.146658 0.866275 -1.434293 0.10 -0.09 -0.01
H -5.176773 0.408004 -1.610326 0.02 -0.03 0.02
H 1.380012 1.687505 1.587989 0.00 0.06 -0.03
H -1.198849 -1.600194 -0.448074 0.03 -0.11 -0.01
H -0.352474 -0.573387 1.519307 0.08 -0.08 0.06
H 0.227458 -1.657024 2.822856 0.02 0.08 -0.04
H 0.604474 -2.409383 -1.901259 0.00 -0.04 -0.01
H 1.503173 3.439411 1.243091 -0.01 -0.11 0.01
H 2.119833 -2.387150 1.416915 0.00 0.06 -0.01
H -0.737727 2.392295 1.953618 0.06 0.04 0.07
H 3.558551 -1.642459 -0.437314 0.01 -0.08 -0.07
H -1.234771 -3.393510 -0.483285 0.02 0.07 -0.05
H 2.124773 -0.606388 1.499955 -0.02 -0.07 0.07
H -6.004486 -0.548994 -0.357763 0.05 -0.01 -0.08
H 2.684260 -1.532860 -1.981831 0.04 0.00 0.02
H 3.862728 0.512373 -1.780997 -0.05 0.00 0.06
H -2.861663 0.313507 -1.984178 -0.07 -0.05 -0.06
H -4.491665 -1.154593 -1.075678 -0.01 0.03 -0.01
H -0.578512 1.174715 -2.136850 0.09 -0.02 -0.11
H -3.021230 1.511244 2.112259 -0.07 0.01 0.12
H 3.732797 2.582628 1.205721 -0.08 0.09 -0.08
```
Forces are in eV/Å.

Output
- Total energy: -25606.5352 eV
- Kohn-Sham gap: 0.32384 Ha
- Net charge: 0
- Structure (SMILES): COc1ccc(OCCOCCN2CCOCC2)cc1

Here are the natural (NBO) charges for atoms 1 to 8, given in e:
1 O -0.53
2 O -0.49
3 O -0.55
4 O -0.51
5 N -0.45
6 C -0.26
7 C -0.07
8 C 0.27

---

Record 6
Computed, not measured: a molecular structure, C15H24As2BF2N2ReSbSe4, with ωB97M-V/def2-TZVPD.

XYZ file:
```
52
Properties=species:S:1:pos:R:3:forces:R:3
Re -0.137784 0.046632 -0.570787 0.02 0.07 -0.58
Sb -1.274308 -4.557362 -0.761195 0.01 0.05 0.00
Se -2.277947 -3.626665 -2.608710 0.00 -0.04 -0.04
Se -0.504466 -6.260189 0.533931 -0.01 0.02 0.03
Se -0.965785 -0.542458 -2.516506 0.03 0.04 0.11
Se -0.459976 -2.118410 0.749120 0.04 -0.05 0.13
As -2.433803 1.038164 -0.177185 -0.04 0.00 0.06
As 0.024405 1.306222 1.774448 0.03 0.03 0.17
F 1.958674 -1.080043 -0.137069 0.00 0.13 -0.06
F 2.067571 -3.382392 -0.047426 0.20 0.10 0.00
N 2.396902 1.579938 -1.106348 0.05 -0.04 -0.01
N 1.031596 1.724341 -1.114089 -0.01 -0.13 0.00
C -3.523705 -0.187170 0.853973 0.04 -0.01 -0.03
C 2.010766 3.401690 -2.235454 -0.03 0.04 -0.02
C -3.080830 4.807240 1.544443 0.00 0.01 0.01
C -1.166456 2.807086 1.668963 0.05 -0.06 0.02
C 4.492606 2.665605 -1.869180 0.01 -0.01 0.01
C -1.960415 4.964707 2.349103 0.00 0.00 0.00
C 3.013987 2.579732 -1.751074 0.01 0.02 -0.01
C -2.282518 2.655912 0.853753 0.00 -0.07 -0.04
C -3.610036 1.460096 -1.649246 0.04 0.00 0.01
C 1.785626 2.005741 2.166701 -0.03 0.00 -0.02
C 0.802567 2.847984 -1.835524 0.02 0.07 0.13
C -0.553872 3.341373 -2.181112 0.01 -0.03 -0.03
C -1.001024 3.961716 2.421588 0.01 0.00 0.03
C -3.249337 3.651414 0.791879 -0.01 0.00 -0.02
C -0.488813 0.374955 3.390690 0.02 0.02 -0.01
B 1.400782 -2.300837 0.162634 -0.38 -0.21 0.12
H -3.826661 5.589381 1.497460 0.00 0.00 0.00
H 2.516329 1.198348 2.177443 0.00 -0.01 0.00
H -1.179757 3.446353 -1.297527 -0.04 0.01 0.04
H 2.141260 4.295397 -2.822251 0.00 0.00 0.01
H 0.175606 -0.468594 3.569143 0.01 0.00 0.00
H 4.985221 2.419320 -0.928544 0.00 0.00 0.00
H -4.125137 3.549739 0.163747 -0.01 0.01 0.00
H -1.033179 2.667599 -2.895476 -0.01 0.00 0.01
H 2.849741 0.842655 -0.591406 -0.02 0.00 -0.02
H 4.852213 1.976464 -2.635057 -0.01 0.00 0.00
H -3.265741 2.334540 -2.193768 0.03 0.00 -0.01
H -1.833889 5.870375 2.926944 0.00 0.00 0.00
H -1.515596 0.024364 3.307971 0.00 0.00 0.00
H -2.927642 -0.729188 1.583859 -0.01 0.03 0.03
H -0.477040 4.317013 -2.655406 0.01 0.00 0.00
H -4.595623 1.656566 -1.227993 -0.01 0.01 0.01
H 1.761215 2.456773 3.157895 -0.01 0.00 0.01
H 2.057190 2.757195 1.428799 0.00 0.00 -0.01
H -4.290717 0.388631 1.370752 -0.02 0.01 -0.03
H -3.686928 0.605057 -2.318465 0.01 -0.01 0.01
H -0.420016 1.072945 4.224309 0.01 0.01 -0.01
H -0.139317 4.093992 3.064106 0.00 0.00 0.00
H 4.784582 3.671236 -2.159741 0.00 0.01 0.01
H -4.000108 -0.891585 0.172186 0.02 -0.02 0.00
```
Forces are in eV/Å.

Output
- Total energy: -416742.8628 eV
- Kohn-Sham gap: 0.23606 Ha
- Net charge: +3

Here are the natural (NBO) charges for atoms 1 to 8, given in e:
1 Re 0.10
2 Sb 1.04
3 Se -0.21
4 Se -0.04
5 Se 0.43
6 Se -0.18
7 As 1.30
8 As 1.10

---

Question: Look up the net charge of the fifth one.
Answer: 0